Record 1
Entry from the Open Molecules 2025 dataset: a molecular structure, C6H8Cl3CrF3NO9S3 (ωB97M-V/def2-TZVPD).

As for the maximum force: 0.01349 hartree/bohr. The value obtained for the energy above the lowest of the compared OMol25 structures with the same formula, charge and spin is 0.263 eV. The HOMO energy (spin up / spin down) comes out at -0.3620 / -0.3581 Ha. For the LUMO energy (spin up / spin down), the calculation gives -1.65 / -1.05 eV.

Structure (ORCA input):
```
! wB97M-V def2-TZVPD RIJCOSX def2/J DEFGRID3
* xyz 0 2
Cr -0.60171 -0.03992 -0.08425
O -3.48397 1.31159 -1.64309
Cl -2.10004 1.57604 -1.68877
O -1.75724 2.66221 -2.50279
O -1.58913 1.79348 -0.28692
O -1.33960 0.36353 -2.03524
O 1.92337 -2.01634 0.77400
C 1.23370 -2.22536 -0.17560
O 0.04218 -1.63865 -0.40334
H 1.41361 -3.01176 -0.92072
S -0.26452 0.18664 2.24713
C 0.52726 1.70723 2.37309
N 0.01862 2.85941 2.03600
C 0.81028 4.06366 2.26405
C 2.19861 3.60894 2.73269
S 2.08149 1.82499 3.08843
H -0.84813 2.88585 1.51262
H 0.30870 4.67943 3.01247
H 0.87998 4.61286 1.32997
H 2.51317 4.13495 3.62940
H 2.93366 3.73834 1.94273
Cl -2.10064 -3.88499 0.80530
C -2.58766 -2.37443 1.54020
Cl -2.88234 -1.09042 0.32382
H -1.81600 -2.01149 2.20879
H -3.52985 -2.50947 2.05706
F 3.83230 0.44600 -1.23206
C 3.48404 1.68260 -0.89577
F 3.81954 1.88876 0.38302
F 4.17093 2.54461 -1.64681
S 1.68263 1.95309 -1.16576
O 1.48250 1.80491 -2.57003
O 1.39778 3.22598 -0.55434
O 1.14615 0.82792 -0.35523
*
```

Record 2
Entry from the Open Molecules 2025 dataset: a molecular structure, C6H8ClF3N2O2 in a non-equilibrium geometry (ωB97M-V/def2-TZVPD).

As for the maximum force: 0.09048 hartree/bohr. The value obtained for the energy above the lowest of the compared OMol25 structures with the same formula, charge and spin is 1.239 eV. The HOMO energy comes out at -0.3369 Ha. For the LUMO energy, the calculation gives 0.17 eV.

Structure (ORCA input):
```
! wB97M-V def2-TZVPD RIJCOSX def2/J DEFGRID3
* xyz 0 1
C 1.15250 0.81944 -0.34819
C 3.54251 -1.17894 -0.67901
C -2.40010 0.73200 1.82474
C 3.15661 0.11035 -1.21912
C -2.64698 0.57497 0.37695
C -2.94030 -0.84595 -0.12615
N -0.20145 0.67560 -0.28144
N -1.16150 1.29509 -0.58166
O 1.63397 1.44289 0.58089
O 1.75387 0.17306 -1.29603
F -3.77016 -1.51668 0.64772
F -3.27685 -1.08521 -1.39457
F -1.74429 -1.68217 0.06130
Cl -4.17293 1.42808 -0.01100
H 4.53367 -1.46824 -1.02027
H 3.61817 -1.14660 0.47865
H 2.85481 -2.10280 -0.96111
H -2.25444 1.88003 2.09386
H -3.19968 0.38831 2.48952
H -1.50317 0.34974 2.22348
H 3.47137 0.25764 -2.18343
H 3.55437 0.89939 -0.67513
*
```

Record 3
Entry from the Open Molecules 2025 dataset: C6H8ClN in the gas phase in a non-equilibrium geometry (ωB97M-V/def2-TZVPD).

As for the maximum force: 0.10793 hartree/bohr. The value obtained for the energy above the lowest of the compared OMol25 structures with the same formula, charge and spin is 1.431 eV. The HOMO energy comes out at -0.3206 Ha. As for the structure (SMILES): ClC1=C[C@@H]2CN[C@H]1C2. For the LUMO energy, the calculation gives 0.88 eV.

Structure (ORCA input):
```
! wB97M-V def2-TZVPD RIJCOSX def2/J DEFGRID3
* xyz 0 1
C 1.04880 -0.92258 0.76598
C -0.24700 -1.22181 0.94019
C -1.03512 -0.05869 0.38857
C -0.87315 -0.14239 -1.13709
C 1.07795 0.40310 -0.05019
C -0.10947 1.06238 0.71423
H -0.73295 -2.10691 1.27685
H -2.01727 0.00788 0.73414
H -1.56119 0.59797 -1.43912
H -1.07552 -1.11865 -1.73729
H 0.74539 1.03721 -1.87462
H 2.03783 0.97337 -0.24699
H -0.25105 2.03551 0.12765
H 0.06251 1.23767 1.83226
N 0.47466 0.17110 -1.29795
Cl 2.45557 -1.95516 1.00339
*
```

Record 4
Entry from the Open Molecules 2025 dataset: C6H8ClNO3 in the gas phase in a non-equilibrium geometry (ωB97M-V/def2-TZVPD).

As for the maximum force: 0.08706 hartree/bohr. The value obtained for the energy above the lowest of the compared OMol25 structures with the same formula, charge and spin is 2.397 eV. The HOMO energy comes out at -0.3733 Ha. As for the structure (SMILES): O=C1CCCC[C@]1(Cl)[N+](=O)[O-]. For the LUMO energy, the calculation gives -0.41 eV.

Structure (ORCA input):
```
! wB97M-V def2-TZVPD RIJCOSX def2/J DEFGRID3
* xyz 0 1
C 0.89798 1.35873 1.36593
C 1.49592 0.50275 0.30110
C 0.70951 -0.69640 -0.16389
C -0.83943 -0.26065 -0.47658
C -1.41270 0.42957 0.66011
C -0.65186 1.75931 1.09627
N -0.74639 2.77012 -0.06344
O 1.40666 1.76033 2.32379
O 0.16264 3.58542 -0.05078
O -1.73269 2.66236 -0.77276
Cl -1.24079 2.54351 2.59811
H 1.71944 1.24216 -0.41793
H 2.47154 0.18350 0.50678
H 1.06538 -1.11287 -1.11782
H 0.60632 -1.52682 0.67044
H -0.85189 0.46236 -1.35074
H -1.42166 -1.17661 -0.74365
H -2.43900 0.76591 0.42056
H -1.49523 -0.02846 1.59189
*
```

Record 5
Entry from the Open Molecules 2025 dataset: 2 unconnected molecules or ions with the total composition C6H8ClNO3S in a non-equilibrium geometry (ωB97M-V/def2-TZVPD).

As for the maximum force: 0.08692 hartree/bohr. The value obtained for the energy above the lowest of the compared OMol25 structures with the same formula, charge and spin is 0.842 eV. The HOMO energy comes out at -0.3356 Ha. As for the structure (SMILES): COC(=O)C/N=C\S.O=C=CCl. For the LUMO energy, the calculation gives 0.03 eV.

Structure (ORCA input):
```
! wB97M-V def2-TZVPD RIJCOSX def2/J DEFGRID3
* xyz 0 1
C 3.24376 -1.39218 -0.79617
C -1.28641 -0.16486 -0.09065
C 2.94596 -0.20705 -0.41248
C -0.05303 2.66461 0.74443
C -1.33990 -2.44609 0.43229
C -1.85403 1.18654 0.08815
N -1.16312 2.05929 0.97448
O 3.64915 -2.45432 -1.02971
O -0.24838 -0.42609 -0.64720
O -1.97181 -1.18908 0.55525
S 0.90767 2.57438 -0.68115
Cl 2.47094 0.07466 1.27234
H 2.48406 0.58533 -1.10961
H 0.20751 3.33549 1.59719
H -0.39387 -2.30221 -0.07093
H -1.91581 -3.03134 -0.24032
H -1.33120 -3.07050 1.33112
H -2.88675 1.00369 0.47266
H -1.89739 1.60920 -0.95352
H 0.43267 1.59053 -1.43619
*
```

Record 6
Entry from the Open Molecules 2025 dataset: a molecular structure, C6H8F13Mg2N2O10S4 in a non-equilibrium geometry (ωB97M-V/def2-TZVPD).

As for the maximum force: 0.10697 hartree/bohr. The HOMO energy comes out at -0.4113 Ha. For the LUMO energy, the calculation gives -9.31 eV.

Structure (ORCA input):
```
! wB97M-V def2-TZVPD RIJCOSX def2/J DEFGRID3
* xyz 1 1
Mg 0.16404 -1.92536 0.69617
Mg -3.62302 2.39247 1.58619
C -2.21136 -5.72875 3.66255
F -1.59573 -6.82352 3.04310
F -3.04840 -5.12813 2.91738
F -2.90031 -6.20263 4.74891
S -0.78423 -4.46033 4.25314
O -1.41676 -3.13486 4.26995
O -0.25367 -4.94819 5.48674
N 0.27702 -4.46889 2.79495
S 1.38251 -5.52965 3.29646
O 2.39546 -4.89478 4.08896
O 0.97063 -6.82321 3.84094
C 2.22637 -5.97129 1.49688
F 2.78582 -4.98651 0.96370
F 3.06079 -6.94488 1.65921
F 1.24139 -6.41800 0.68738
C 1.23567 6.52560 -2.15286
F 1.55862 6.98436 -0.95884
F 0.05413 7.06334 -2.55023
F 2.26561 6.74990 -2.99337
S 0.95059 4.51136 -2.11835
O 1.78124 3.99574 -1.01036
O -0.45531 4.33208 -1.92075
N 1.87403 3.81058 -3.51159
S 0.87140 4.13831 -4.73071
O 0.24801 2.85847 -5.22068
O -0.04595 5.27188 -4.61848
C 2.00385 4.76490 -6.23553
F 1.41556 4.55163 -7.41914
F 2.16934 6.05288 -6.26721
F 3.22893 4.18307 -6.18632
F -1.61179 0.35539 1.24110
C -1.04363 -4.07672 -2.93158
O -1.54285 -3.65460 -1.65069
H -1.75610 -3.78394 -3.70280
H -0.05319 -3.68843 -3.16898
H -0.93992 -5.16133 -2.90067
H -2.44888 -3.88991 -1.43776
C -1.14436 4.82199 3.98720
O -2.19148 5.04184 3.06011
H -0.30787 5.50158 3.82428
H -1.53498 4.98595 4.99151
H -0.87776 3.76613 4.03385
H -2.37350 5.98441 3.05609
*
```

Record 7
Entry from the Open Molecules 2025 dataset: a gas-phase ion, C6H8F2NO2 (charge +1) in a non-equilibrium geometry (ωB97M-V/def2-TZVPD).

As for the maximum force: 0.07867 hartree/bohr. The value obtained for the energy above the lowest of the compared OMol25 structures with the same formula, charge and spin is 0.000 eV. The HOMO energy comes out at -0.5511 Ha. As for the structure (SMILES): CC[C@]1([NH3+])OC(=O)C(F)=C1F. For the LUMO energy, the calculation gives -4.27 eV.

Structure (ORCA input):
```
! wB97M-V def2-TZVPD RIJCOSX def2/J DEFGRID3
* xyz 1 1
C -0.57591 2.92638 -0.87588
C -0.04617 1.79173 -1.28210
C -0.64037 2.80305 0.70015
C 0.39883 0.91201 -0.07740
C -1.72393 -0.58592 0.02331
C -0.19578 -0.47561 -0.08539
N 1.97692 0.78827 -0.00399
O -1.12165 3.61080 1.44168
O -0.00449 1.57744 1.02540
F -0.96052 3.99855 -1.54239
F -0.05883 1.33713 -2.54998
H -2.07164 -0.16287 0.96322
H -2.08676 -1.71336 0.12305
H -2.09418 -0.02514 -0.92158
H 0.32614 -0.88034 -0.98293
H 0.18599 -1.10226 0.73060
H 2.39344 1.62432 0.41727
H 2.35012 0.66313 -0.90980
H 2.11680 0.12836 0.82059
*
```